The following is a DFT calculation (ωB97M-V/def2-TZVPD) of 3 unconnected molecules or ions with the total composition C12H27ClNO4 at a distorted geometry.

Geometry as XYZ:
```
45
C12H27ClNO4, DFT ωB97M-V/def2-TZVPD
O 0.832 0.002 -2.421
N 0.905 0.111 -3.652
O 0.477 1.356 -4.028
C -0.972 1.200 -4.397
C -1.784 1.824 -3.136
C -3.257 1.220 -2.815
C -3.713 -0.104 -3.652
Cl -4.139 0.306 -5.429
H -1.086 0.046 -4.528
H -1.118 1.739 -2.153
H -1.923 2.993 -3.345
H -4.102 2.050 -2.924
H -3.278 0.916 -1.662
H -4.630 -0.645 -3.119
H -2.824 -0.876 -3.601
C 3.335 -1.121 2.101
C 3.545 -2.530 1.573
O 2.535 -2.945 0.658
C 2.417 -2.191 -0.545
C 3.665 -2.235 -1.409
H 2.321 -1.000 2.493
H 4.052 -0.900 2.898
H 3.472 -0.375 1.313
H 3.506 -3.227 2.416
H 4.537 -2.641 1.123
H 2.125 -1.159 -0.321
H 1.587 -2.633 -1.107
H 4.497 -1.710 -0.933
H 3.478 -1.758 -2.376
H 3.983 -3.268 -1.578
C -0.880 2.734 3.970
C -2.009 1.723 3.861
O -2.355 1.407 2.516
C -1.337 0.804 1.722
C -0.876 -0.541 2.255
H -1.090 3.617 3.358
H -0.745 3.047 5.010
H 0.067 2.313 3.622
H -2.906 2.151 4.320
H -1.779 0.811 4.421
H -0.495 1.491 1.595
H -1.770 0.655 0.726
H -0.342 -0.432 3.203
H -0.198 -1.023 1.543
H -1.730 -1.201 2.435
```

**Spin multiplicity**: 1
**Largest force on an atom**: 0.0634 hartree/bohr
**LUMO energy**: 2.66 eV
**Total charge**: -1

The following is a DFT calculation (ωB97M-V/def2-TZVPD) of a molecular structure, C12H27CsN3OTa at a distorted geometry.

Geometry as XYZ:
```
45
C12H27CsN3OTa, DFT ωB97M-V/def2-TZVPD
N -1.234 1.150 -1.503
C -2.181 1.756 -2.198
O -3.035 2.301 -3.075
Cs -0.636 3.652 -2.290
Ta -0.336 -0.087 -0.336
N -0.807 0.386 1.556
N 1.671 -0.468 -0.636
C -1.981 1.239 1.964
C 2.283 -1.054 -1.848
C -1.789 2.655 1.473
C -2.139 1.329 3.490
C -3.242 0.604 1.398
C 3.777 -0.647 -1.982
C 2.234 -2.581 -1.818
C 1.575 -0.534 -3.085
H -0.820 3.053 1.795
H -2.585 3.291 1.888
H -1.835 2.691 0.386
H -2.413 0.367 3.967
H -2.974 2.032 3.682
H -1.241 1.745 3.978
H -3.233 0.595 0.311
H -4.114 1.173 1.723
H -3.346 -0.426 1.752
H 3.855 0.468 -1.866
H 4.144 -0.925 -3.017
H 4.450 -1.163 -1.233
H 2.799 -3.030 -0.983
H 2.664 -3.005 -2.744
H 1.206 -2.958 -1.754
H 0.514 -0.835 -3.098
H 2.073 -0.925 -3.993
H 1.657 0.563 -3.099
C 2.580 -0.519 0.557
H 2.244 0.184 1.340
H 2.644 -1.530 0.999
H 3.603 -0.225 0.265
C -0.142 -0.367 2.656
H -0.893 -0.780 3.369
H 0.423 -1.226 2.242
H 0.570 0.278 3.233
C -1.331 -1.836 -0.779
H -0.952 -2.778 -0.376
H -1.348 -1.904 -1.868
H -2.356 -1.709 -0.442
```

**Spin multiplicity**: 1
**Largest force on an atom**: 0.2110 hartree/bohr
**LUMO energy (spin up / spin down)**: -8.22 / -8.22 eV
**Total charge**: +2